130
Properties=species:S:1:pos:R:3:forces:R:3:mulliken_charge:R:1 method="wB97M-V/def2-TZVPD" total_charge=0 gap_ev=8.420 homo_energy_ev=-8.0 smiles="CCCNc1cccc2nc(B(O)OC)cnc12.CNC(C)=O.CNC(C)=O.CNC(C)=O.CNC(C)=O.CNC(C)=O.CNC(C)=O.CNC(C)=O.CNC(C)=O"
C -1.1211 -2.7103 1.7052 -0.456 0.073 -0.301 -0.952
C -1.9945 -2.8063 0.3955 0.645 0.417 0.845 0.104
C -3.3686 -2.0672 0.5403 0.186 -1.560 -0.884 -0.864
N -3.6361 -1.1289 -0.5763 0.066 0.669 0.673 -0.403
C -3.6485 0.2521 -0.1561 -0.129 -0.088 -0.416 -0.465
C -4.8226 0.9489 -0.2068 0.014 0.976 0.195 -0.182
C -4.8274 2.3420 0.2119 0.100 -1.241 -0.286 -0.842
C -3.6716 2.9427 0.6185 -0.438 0.663 0.150 -0.151
C -2.4108 2.2532 0.6625 -1.576 1.030 -0.120 -0.146
N -1.3070 2.9605 1.0521 0.287 -2.212 -0.454 -0.557
C -0.2237 2.1834 1.0200 1.340 0.310 0.521 0.411
B 1.1746 2.8770 1.4171 0.258 0.545 -0.175 0.504
O 1.4348 3.3423 2.7035 0.125 -0.449 -0.443 -0.532
O 2.1736 3.0797 0.4606 0.166 -0.449 0.542 -0.502
C 2.8136 1.8298 0.1114 -1.345 -0.634 -0.609 -0.998
C -0.2078 0.7910 0.6665 -0.653 0.296 -0.254 -0.720
N -1.2906 0.1378 0.2932 0.373 0.851 0.226 -0.001
C -2.4213 0.8948 0.2751 -0.128 -0.581 -0.051 0.771
H -0.1914 -2.1503 1.5076 -0.257 -0.449 0.115 -0.154
H -0.9027 -3.7050 2.1295 0.084 0.433 -0.165 0.225
H -1.6693 -2.1286 2.4655 0.253 -0.284 -0.144 0.450
H -2.1169 -3.8653 0.1214 -0.123 0.406 0.051 0.637
H -1.3830 -2.3335 -0.3892 -0.515 -0.264 0.127 0.010
H -3.4715 -1.6119 1.5368 0.053 0.204 -0.533 0.259
H -4.1433 -2.8606 0.4662 0.187 0.455 0.287 0.345
H -2.9261 -1.2498 -1.2927 -0.010 -0.048 0.228 0.349
H -5.7625 0.4867 -0.5561 0.877 0.229 0.347 0.444
H -5.7805 2.8802 0.1889 0.475 -0.110 0.031 0.419
H -3.7431 3.9997 0.9069 0.449 -0.428 -0.108 0.494
H 1.5525 2.6211 3.3331 -0.399 0.253 0.120 0.300
H 3.7970 1.9468 -0.3613 -0.242 0.376 0.483 0.422
H 2.8509 1.1302 0.9682 0.467 0.408 -0.336 0.435
H 2.1473 1.3362 -0.6283 0.561 0.053 0.161 0.298
H 0.7381 0.2366 0.6693 -0.400 0.155 0.094 0.549
C -10.9304 -0.7233 -0.9247 -0.012 0.522 0.143 -0.833
N -9.8103 0.0038 -0.3590 0.155 -0.272 -0.023 -0.179
C -8.5580 -0.4527 -0.0910 0.098 0.210 0.115 0.785
C -8.2509 -1.8951 -0.4075 0.076 -0.027 0.024 -1.099
O -7.7211 0.2957 0.3902 -0.199 -0.066 0.014 -0.650
H -11.2415 -0.2305 -1.8476 -0.114 -0.188 -0.054 0.279
H -11.7612 -0.6987 -0.2169 -0.095 -0.169 -0.116 0.283
H -10.6737 -1.7556 -1.1391 0.065 0.041 0.031 0.319
H -9.9414 0.9748 -0.1220 -0.015 -0.021 -0.017 0.243
H -7.2182 -2.1042 -0.1391 -0.016 0.129 0.007 0.080
H -8.9002 -2.5562 0.1686 -0.045 -0.055 -0.135 0.410
H -8.3769 -2.0844 -1.4745 -0.090 -0.109 0.044 0.367
C 2.1902 -6.4891 0.9057 -0.415 -0.370 -0.141 -0.626
N 1.2524 -5.8811 -0.0247 0.170 0.324 -0.057 -0.069
C 1.3119 -4.6543 -0.5973 -0.193 0.059 -0.055 0.588
C 2.4815 -3.7659 -0.2569 -0.090 -0.053 -0.024 -1.612
O 0.4329 -4.2848 -1.3682 0.063 -0.034 -0.187 -0.680
H 2.5701 -7.4112 0.4637 0.145 0.092 0.208 0.136
H 1.6573 -6.7305 1.8282 0.190 0.036 0.113 0.270
H 3.0207 -5.8279 1.1320 -0.078 0.071 -0.059 0.288
H 0.4418 -6.4130 -0.3011 0.023 -0.012 0.034 0.266
H 2.3849 -2.8208 -0.7850 -0.044 -0.024 0.050 0.454
H 2.4926 -3.5600 0.8138 0.202 0.002 -0.016 0.618
H 3.4190 -4.2365 -0.5607 0.077 0.048 0.190 0.491
C -5.5261 7.5717 3.4198 -0.310 -0.258 -0.258 -0.757
N -5.3511 7.0667 2.0722 0.212 0.094 0.020 -0.157
C -4.2778 7.2283 1.2484 0.073 -0.004 -0.345 0.807
C -3.1146 8.0249 1.7747 -0.141 -0.148 -0.479 -0.933
O -4.2831 6.7333 0.1310 -0.054 -0.067 0.038 -0.683
H -5.6863 6.7282 4.0955 0.036 0.135 0.176 0.265
H -6.4096 8.2137 3.4451 0.059 0.070 0.201 0.285
H -4.6603 8.1382 3.7522 0.035 -0.051 -0.082 0.256
H -6.0952 6.5244 1.6620 0.010 0.013 0.024 0.231
H -2.3396 8.0683 1.0132 -0.127 -0.066 -0.081 0.358
H -3.4278 9.0426 2.0092 0.089 -0.044 0.233 0.363
H -2.7042 7.5513 2.6576 -0.020 0.186 0.059 -0.009
C 7.5400 -1.7390 0.1616 -0.298 -0.083 -0.386 -1.034
N 6.1031 -1.5748 0.0734 -0.137 0.072 0.273 0.019
C 5.2505 -1.1160 1.0214 0.056 -0.170 -0.449 0.974
C 5.8229 -0.7104 2.3580 -0.075 0.030 0.036 -1.637
O 4.0552 -1.0427 0.7720 -0.286 0.144 0.293 -0.562
H 8.0118 -1.1321 -0.6131 0.182 -0.035 0.094 0.306
H 7.7866 -2.7874 -0.0160 0.197 0.042 0.070 0.306
H 7.9225 -1.4408 1.1331 -0.064 0.006 -0.003 0.411
H 5.6434 -1.8254 -0.7965 0.044 0.029 -0.057 0.178
H 5.0157 -0.3679 3.0005 -0.042 -0.034 -0.099 0.287
H 6.3091 -1.5618 2.8364 0.125 0.093 0.006 0.427
H 6.5366 0.1053 2.2331 0.099 -0.095 0.070 0.426
C 2.0533 -3.7096 -4.8840 -0.098 -0.090 0.447 -0.946
N 2.9392 -3.3173 -3.8062 0.389 0.177 -0.135 0.043
C 4.0272 -2.5089 -3.8555 -0.031 -0.084 0.312 0.849
C 4.4058 -1.9126 -5.1872 0.101 0.050 0.049 -1.447
O 4.6709 -2.2823 -2.8350 0.092 -0.011 -0.039 -0.635
H 1.0393 -3.3913 -4.6378 -0.046 -0.059 -0.165 0.269
H 2.0663 -4.7975 -4.9726 -0.098 0.022 -0.182 0.250
H 2.3495 -3.2687 -5.8308 0.067 0.025 0.061 0.419
H 2.7466 -3.6762 -2.8831 -0.177 0.038 -0.039 -0.029
H 5.2905 -1.2941 -5.0609 -0.062 -0.002 0.097 0.277
H 4.6333 -2.7026 -5.9048 -0.125 0.052 -0.079 0.401
H 3.5972 -1.2859 -5.5654 0.021 -0.072 -0.118 0.381
C -2.1596 7.4374 7.8951 -0.282 0.445 -0.058 -0.858
N -2.3444 8.1094 6.6228 0.142 -0.237 -0.155 -0.166
C -1.8667 7.7489 5.4029 -0.041 0.213 -0.081 0.824
C -1.0323 6.4956 5.3152 0.001 0.018 -0.090 -1.335
O -2.1168 8.4318 4.4188 0.144 0.003 0.470 -0.672
H -3.1377 7.1683 8.2978 0.105 -0.141 0.140 0.287
H -1.6715 8.1239 8.5892 0.048 -0.175 0.126 0.289
H -1.5556 6.5417 7.7935 -0.011 0.037 -0.075 0.329
H -2.8922 8.9557 6.6045 0.022 -0.011 0.031 0.247
H -0.7273 6.3422 4.2832 -0.054 0.073 0.014 0.310
H -0.1364 6.5931 5.9299 -0.045 -0.126 0.062 0.391
H -1.6135 5.6300 5.6366 0.113 -0.025 0.091 0.347
C 5.1236 -10.5410 -3.4760 0.326 -0.037 0.416 -0.834
N 4.8046 -10.0247 -2.1583 -0.290 0.105 -0.113 -0.172
C 3.6799 -9.3790 -1.7568 0.095 0.023 0.235 0.769
C 2.5974 -9.1478 -2.7815 -0.049 0.032 0.034 -1.197
O 3.5675 -9.0048 -0.5982 -0.027 -0.070 -0.106 -0.686
H 5.2984 -11.6157 -3.4013 -0.025 -0.011 -0.220 0.281
H 6.0372 -10.0611 -3.8313 -0.053 -0.070 -0.203 0.284
H 4.3236 -10.3569 -4.1856 -0.017 0.028 0.073 0.320
H 5.4827 -10.1432 -1.4216 0.001 -0.008 -0.031 0.237
H 1.7697 -8.6236 -2.3110 0.089 -0.008 0.073 0.226
H 2.9755 -8.5340 -3.6003 -0.048 -0.111 -0.087 0.360
H 2.2306 -10.1001 -3.1672 0.036 0.058 -0.137 0.358
C 3.0479 4.2787 -2.7113 -0.032 -0.607 0.133 -0.773
N 3.7718 3.2019 -3.3686 0.213 0.282 -0.238 -0.089
C 4.7210 3.2904 -4.3357 -0.010 -0.355 0.028 0.807
C 5.1032 4.6681 -4.8186 0.056 0.009 -0.053 -1.255
O 5.2372 2.2788 -4.7879 0.045 0.076 -0.072 -0.644
H 3.2414 4.2191 -1.6396 -0.173 0.247 0.029 0.224
H 1.9811 4.1328 -2.8877 -0.041 0.243 0.121 0.258
H 3.3456 5.2545 -3.0815 0.051 -0.074 -0.059 0.360
H 3.5670 2.2528 -3.0951 -0.020 0.031 0.021 0.147
H 5.8673 4.5746 -5.5858 -0.031 -0.119 0.040 0.292
H 4.2376 5.1723 -5.2505 0.029 0.114 0.111 0.349
H 5.5076 5.2598 -3.9961 -0.119 0.103 -0.035 0.344



128
Properties=species:S:1:pos:R:3:forces:R:3:mulliken_spin:R:1 method="wB97M-V/def2-TZVPD" total_charge=+1 gap_ev="5.802 / 2.045" homo_energy_ev="-10.6 / -10.6" multiplicity=2 s_squared=0.757
C 1.6354 -4.3583 -0.4737 -1.137 0.258 -0.244 0.000
O 2.6074 -3.8823 -1.3874 0.912 -0.694 -0.657 0.000
C 2.9343 -2.6117 -1.4785 0.433 1.489 1.624 0.000
O 2.5584 -1.6843 -0.7521 0.173 -1.513 -1.484 0.000
O 3.8701 -2.4995 -2.4389 -0.992 -1.317 -0.137 0.001
C 4.3657 -1.2226 -2.6962 0.726 1.166 0.537 0.003
H 1.3889 -5.3953 -0.7014 0.512 0.036 -0.368 0.000
H 0.7381 -3.7965 -0.7331 -0.220 0.001 0.880 0.000
H 1.9340 -4.3351 0.5744 0.061 0.551 -0.199 0.000
H 5.0645 -1.2266 -3.5327 -0.409 -0.423 -0.164 0.000
H 4.9611 -0.9090 -1.8388 -0.214 0.225 -0.021 0.000
H 3.5575 -0.5093 -2.8582 0.108 0.105 -0.022 -0.001
C -1.2994 -1.5886 -0.3893 0.358 -1.163 0.713 -0.001
O -0.7033 -0.3071 -0.3170 0.827 1.559 -0.371 0.000
C -0.1970 0.1366 0.8690 -2.395 -2.695 1.029 -0.001
O -0.3458 -0.4822 1.8987 0.492 -0.117 -0.392 0.000
O 0.2733 1.3315 0.7756 0.906 1.702 -0.840 0.000
C 0.9658 1.8899 1.8990 -0.115 0.343 0.957 0.000
H -2.2292 -1.6900 0.1704 -0.056 0.411 -0.108 0.000
H -0.6178 -2.3419 0.0058 0.029 0.070 0.186 0.000
H -1.4532 -1.8673 -1.4318 -0.096 0.508 -0.072 0.001
H 2.0210 2.0002 1.6491 -0.144 -0.194 0.020 0.000
H 0.8067 1.3509 2.8330 0.288 -0.794 -0.428 0.000
H 0.5491 2.8523 2.1960 -0.171 0.297 -0.895 0.000
C 4.9488 1.2424 -0.2844 -0.253 -0.755 -0.057 0.000
O 5.2287 2.5993 -0.6814 -0.303 0.520 -1.789 0.000
C 5.1910 2.8324 -2.0245 0.086 0.877 -2.037 0.000
O 4.8426 2.0681 -2.9350 0.601 1.394 2.427 0.000
O 5.6243 4.1523 -2.2858 -0.161 -1.705 2.144 0.000
C 5.5441 4.7143 -3.5923 -0.491 -1.249 -0.603 0.000
H 5.7863 0.6134 -0.5861 0.006 0.052 0.174 0.000
H 4.0387 0.8207 -0.7109 -0.012 0.388 -0.523 0.000
H 4.7627 1.1683 0.7871 0.579 0.667 0.033 0.000
H 4.4832 4.7495 -3.8400 0.062 0.124 -0.442 0.000
H 6.0896 4.0828 -4.2935 -0.236 -0.131 -0.121 0.000
H 5.9846 5.7066 -3.6891 -0.033 -0.081 0.933 0.000
C -5.5896 -4.3771 -0.3113 -0.090 -0.283 0.771 0.000
O -5.9445 -3.2177 -0.9785 -0.705 0.805 -2.488 0.000
C -5.6923 -2.0167 -0.5492 1.298 0.939 0.788 0.000
O -4.9765 -1.7061 0.3702 0.157 -0.204 0.370 0.000
O -6.2999 -1.1604 -1.3431 -0.559 0.191 -1.552 0.000
C -6.0035 0.2287 -1.3793 -0.552 0.903 0.272 0.000
H -6.3101 -4.3405 0.5058 0.491 -1.235 0.492 0.000
H -4.5387 -4.4015 -0.0229 -0.069 0.228 0.311 0.000
H -5.7532 -5.1733 -1.0375 -0.285 -0.075 0.334 0.000
H -5.0041 0.5270 -1.0627 -0.112 -0.444 0.396 0.000
H -6.7979 0.7470 -0.8423 0.369 0.025 0.577 0.000
H -6.1412 0.6354 -2.3811 0.124 -0.720 -0.382 0.000
C 1.0174 -1.7490 4.7452 0.860 0.347 0.363 0.000
C 1.2543 -3.1917 4.4610 -1.002 -0.260 -0.692 0.000
O 1.2314 -4.0273 5.3040 0.283 -1.254 2.051 0.000
C 1.3481 -3.6652 3.0528 -0.809 0.422 -1.086 0.000
H 0.1436 -1.3386 4.2392 0.271 0.024 -0.217 0.000
H 1.9570 -1.3009 4.4220 -0.164 0.713 -0.429 0.000
H 0.9788 -1.5546 5.8171 -0.293 -0.321 -0.030 0.000
H 0.3159 -3.7360 2.7096 -0.341 0.460 -0.058 0.000
H 1.6164 -4.7164 2.9476 0.951 0.281 0.270 0.000
H 1.7973 -2.9246 2.3912 0.387 -0.363 -0.163 0.000
C 1.2867 3.1394 -1.7716 0.643 -0.219 0.705 -0.002
C 1.2065 4.5662 -1.2773 -0.660 -0.167 -0.514 0.000
O 0.1173 4.9919 -1.0046 -0.570 0.696 0.292 0.000
C 2.4699 5.3574 -1.0329 -0.904 0.253 -0.151 0.000
H 0.4133 2.5510 -1.4905 -0.196 0.438 -0.036 -0.001
H 2.1033 2.7507 -1.1632 0.403 -0.654 -0.561 0.000
H 1.4740 3.0593 -2.8424 0.385 0.091 0.028 -0.001
H 2.1469 6.3203 -0.6372 0.150 -0.180 0.480 0.000
H 2.9938 5.6252 -1.9504 0.319 -0.612 -0.036 0.000
H 3.0486 4.7579 -0.3300 0.524 0.386 -0.117 0.000
C 3.1293 2.6882 4.9635 0.396 -0.056 -0.846 0.000
C 3.7711 2.7522 3.5410 -0.621 0.715 1.608 0.000
O 4.2956 1.7834 3.0488 -0.145 0.153 -0.122 0.000
C 3.7332 4.1226 2.8606 1.102 -1.025 0.234 0.000
H 3.1874 1.6621 5.3267 -0.277 0.114 -0.015 0.000
H 2.1167 3.0903 4.9329 -0.274 -0.364 -0.179 0.000
H 3.5986 3.3454 5.6956 0.510 0.035 -0.227 0.000
H 2.7280 4.5108 2.6964 0.125 -0.048 -0.183 0.000
H 4.3750 3.9851 1.9903 -0.551 0.338 -0.515 0.000
H 4.2969 4.8088 3.4925 -0.268 0.189 0.235 0.000
C -2.3478 -3.4670 2.7895 1.017 0.643 0.242 0.000
C -3.4776 -3.7104 3.7219 0.837 1.184 3.145 0.000
O -3.3270 -3.5402 4.9449 -0.305 -0.671 -2.243 0.000
C -4.8009 -3.9017 3.1325 -1.177 -0.615 -0.148 0.000
H -1.9193 -4.3640 2.3425 -0.370 0.073 -0.290 0.000
H -1.5452 -2.9773 3.3410 -0.049 -0.184 0.230 0.000
H -2.6455 -2.7086 2.0654 -0.134 -0.456 -0.466 0.000
H -5.0341 -3.0125 2.5469 -0.102 0.026 -0.087 0.000
H -5.5529 -4.0672 3.9040 0.065 0.118 -0.032 0.000
H -4.8189 -4.7515 2.4502 0.078 -0.027 -0.139 0.000
C -3.1556 -7.1017 -0.0672 -0.154 0.617 -0.193 0.000
C -2.0022 -6.1803 0.1913 0.912 1.370 0.019 0.000
O -1.9938 -4.9884 -0.1072 -0.283 -1.253 0.032 0.000
C -0.8281 -6.7880 0.9304 -0.051 -0.063 0.807 0.000
H -3.6015 -7.3122 0.9049 0.018 -0.411 0.024 0.000
H -2.8049 -8.0083 -0.5604 -0.170 -0.109 0.201 0.000
H -3.9136 -6.5950 -0.6646 0.167 -0.145 -0.111 0.000
H -0.1314 -6.0769 1.3743 0.011 0.408 -0.667 0.000
H -0.2900 -7.5337 0.3453 -0.090 0.001 -0.079 0.000
H -1.1954 -7.2783 1.8320 -0.283 -0.485 -0.118 0.000
C 0.1568 0.3054 -3.7026 -0.338 -0.313 0.624 0.089
C 0.9032 0.9338 -4.8651 -0.101 0.247 -0.809 0.016
O 1.9634 0.4529 -5.2145 -0.868 0.640 0.352 0.779
C 0.2214 2.0678 -5.7209 -0.234 0.185 -0.211 0.118
H 0.5626 -0.5574 -3.1744 0.722 -0.022 -0.637 0.001
H -0.8076 0.0220 -4.1241 -0.259 0.271 -0.045 -0.002
H 0.0168 1.0299 -2.9003 -0.187 0.523 -0.307 0.001
H 0.6009 3.0790 -5.5744 0.720 -0.244 0.608 -0.005
H -0.8451 2.1797 -5.5253 -0.037 -0.693 0.595 0.005
H 0.3139 1.9221 -6.7971 0.420 -0.612 0.107 -0.003
C 1.2052 7.3439 4.8699 0.374 -0.249 1.065 0.000
C 0.7858 6.9995 3.4885 1.959 1.024 -1.264 0.000
O 1.3211 7.5269 2.5183 -0.628 -0.470 0.758 0.000
C -0.2220 5.9386 3.3011 -0.628 -0.225 -0.284 0.000
H 2.2067 7.7631 4.9673 -0.019 0.025 -0.564 0.000
H 1.2102 6.3906 5.3984 -0.109 0.132 0.507 0.000
H 0.5587 8.0469 5.3950 -0.377 -0.185 -0.126 0.000
H -0.1065 5.5616 2.2849 -0.368 0.004 0.026 0.000
H -1.1644 6.4719 3.4253 -0.411 -0.241 -0.253 0.000
H -0.2324 5.1273 4.0290 0.245 0.127 0.093 0.000
C -4.9024 0.5415 -6.1600 0.421 -0.279 -0.046 0.000
C -4.0639 0.3028 -4.9101 0.122 3.289 1.248 0.000
O -3.3787 1.2265 -4.3926 -1.204 -2.364 -1.656 0.002
C -4.1615 -1.0174 -4.2430 1.265 -0.548 0.358 0.001
H -4.9991 -0.3834 -6.7287 0.072 -0.004 -0.065 0.000
H -4.5011 1.3267 -6.8007 0.126 -0.030 0.196 0.000
H -5.9243 0.8280 -5.9113 0.010 0.037 0.373 0.000
H -5.0326 -1.2736 -3.6400 -0.514 0.277 -0.615 0.000
H -3.3569 -1.0468 -3.5083 0.197 -0.095 -0.015 0.000
H -3.9543 -1.7592 -5.0144 -0.326 -0.400 0.190 0.000



Respective total energy values: -2794.65716; -2919.27749 Ha.